Entry 1:
Density functional theory data (ωB97M-V/def2-TZVPD) for a gas-phase ion, C26H33N2O3 (charge +1) at a distorted geometry.

Geometry as ORCA input:
```
! RIJCOSX wB97M-V def2-TZVPD def2/J DEFGRID3
* xyz 1 1
C -6.03478 -0.51269 1.96179
C -4.82271 -0.46946 1.08859
C -3.63874 -1.07658 1.47890
C -2.51109 -1.06839 0.66790
C -1.26702 -1.77120 1.12556
C -2.58508 -0.41943 -0.56341
N -1.45051 -0.38996 -1.43146
C -0.42184 0.45406 -1.36378
O 0.50592 0.45505 -2.14657
C -0.52025 1.44533 -0.18040
N 0.64503 2.35267 -0.02974
C 0.82670 3.16295 -1.24990
C 0.37681 3.26078 1.10352
C 1.84995 1.52060 0.26083
C 3.21805 2.19094 0.07388
O 3.25984 3.41649 0.77199
C 4.30333 1.21585 0.60053
O 4.24498 -0.00997 -0.07264
C 3.52265 -1.05211 0.48072
C 3.54202 -1.36824 1.81506
C 2.79331 -2.45199 2.29856
C 2.02936 -3.20527 1.45471
C 1.99579 -2.91877 0.07340
C 1.22072 -3.67774 -0.82890
C 1.20477 -3.37892 -2.16305
C 1.96925 -2.31283 -2.66020
C 2.73105 -1.55662 -1.81398
C 2.75740 -1.83274 -0.43127
C -3.76825 0.19117 -0.98924
C -3.84975 0.83962 -2.33757
C -4.87018 0.15820 -0.15090
H -5.76707 -0.71356 2.99543
H -6.70146 -1.30607 1.62455
H -6.58387 0.42440 1.91076
H -3.58807 -1.58230 2.43161
H -0.46956 -1.72154 0.38866
H -1.49126 -2.82022 1.30788
H -0.90917 -1.35388 2.06661
H -1.44022 -1.03656 -2.21158
H -1.42377 2.04572 -0.31649
H -0.63666 0.86451 0.73677
H 1.60130 3.90601 -1.07913
H -0.10386 3.67373 -1.49055
H 1.10275 2.51391 -2.07961
H -0.46231 3.91291 0.86957
H 0.13910 2.68883 1.99840
H 1.26255 3.86290 1.29540
H 1.83755 0.66598 -0.41812
H 1.76227 1.16915 1.29149
H 3.40203 2.35355 -0.99807
H 4.16689 3.74100 0.80220
H 4.18730 1.11188 1.68463
H 5.29076 1.64246 0.39383
H 4.15017 -0.80820 2.50966
H 2.83765 -2.68362 3.35166
H 1.45273 -4.03737 1.82886
H 0.64592 -4.50725 -0.44368
H 0.61148 -3.97024 -2.84473
H 1.95455 -2.09316 -3.71622
H 3.33151 -0.74353 -2.18990
H -2.94314 1.39240 -2.57798
H -3.98478 0.07836 -3.10591
H -4.69847 1.51564 -2.38568
H -5.78958 0.62336 -0.47321
*
```

ΔE to the lowest compared entry with this formula, charge and spin: 0.0483 eV
SMILES: Cc1cc(C)c(NC(=O)C[N+](C)(C)C[C@@H](O)COc2cccc3ccccc23)c(C)c1
energy: -1345.5821 hartree

Table of natural (NBO) atomic charges, one value per atom, all in e:
1 C -0.63
2 C 0.03
3 C -0.22
4 C -0.01
5 C -0.65
6 C 0.12
7 N -0.62
8 C 0.68
9 O -0.62
10 C -0.33
11 N -0.20
12 C -0.44
13 C -0.42
14 C -0.28
15 C 0.07
16 O -0.74
17 C -0.07
18 O -0.51
19 C 0.30
20 C -0.30
21 C -0.19
22 C -0.20
23 C -0.07
24 C -0.19
25 C -0.21
26 C -0.20
27 C -0.19
28 C -0.05
29 C 0.00
30 C -0.64
31 C -0.22
32 H 0.22
33 H 0.23
34 H 0.23
35 H 0.21
36 H 0.22
37 H 0.24
38 H 0.22
39 H 0.42
40 H 0.25
41 H 0.26
42 H 0.24
43 H 0.23
44 H 0.27
45 H 0.23
46 H 0.23
47 H 0.27
48 H 0.29
49 H 0.23
50 H 0.18
51 H 0.49
52 H 0.19
53 H 0.20
54 H 0.22
55 H 0.22
56 H 0.22
57 H 0.22
58 H 0.22
59 H 0.22
60 H 0.23
61 H 0.21
62 H 0.23
63 H 0.23
64 H 0.22

Entry 2:
Density functional theory data (ωB97M-V/def2-TZVPD) for C5H6O in the gas phase.

Geometry as ORCA input:
```
! RIJCOSX wB97M-V def2-TZVPD def2/J DEFGRID3
* xyz 0 1
C -1.47471 0.24088 -0.05708
C -0.30000 -0.44138 1.17145
C 0.21558 0.71153 0.52367
C 1.28544 0.34930 -0.38764
C 1.34145 -0.99313 -0.29390
O 0.42122 -1.49123 0.56107
H -2.24221 0.67097 0.58189
H -1.74140 -0.75589 -0.40330
H -1.33051 0.86661 -0.94766
H -0.01433 1.71633 0.85991
H 1.89500 0.99778 -1.00029
H 1.99516 -1.71578 -0.76936
*
```

ΔE to the lowest compared entry with this formula, charge and spin: 3.7439 eV
energy: -269.2087 hartree

Table of natural (NBO) atomic charges, one value per atom, all in e:
1 C -0.59
2 C 0.09
3 C -0.23
4 C -0.38
5 C 0.17
6 O -0.47
7 H 0.24
8 H 0.26
9 H 0.22
10 H 0.24
11 H 0.24
12 H 0.21

Entry 3:
Density functional theory data (ωB97M-V/def2-TZVPD) for C9H11PS in the gas phase at a distorted geometry.

Geometry as ORCA input:
```
! RIJCOSX wB97M-V def2-TZVPD def2/J DEFGRID3
* xyz 0 1
C -0.14973 0.43701 -2.14432
C -0.58518 1.31375 -1.13621
C 1.13487 -0.32403 1.07445
C 0.87012 -0.46760 -2.10429
C -0.44395 0.69393 2.57382
C -0.75473 1.81951 1.62223
C -1.35548 -0.74287 0.77359
C -0.19554 -0.52081 1.73311
C 1.65462 -1.23401 -3.06449
P -1.73018 0.99979 0.16150
S 1.73308 -0.42841 -0.44461
H -0.53739 0.79904 -3.13144
H 0.40189 0.96431 3.21047
H -1.29491 0.61025 3.37422
H -1.43810 2.51925 2.25972
H 0.19133 2.11752 1.30735
H -1.13227 -1.41000 -0.02578
H -2.24011 -1.33743 1.30410
H -0.01082 -1.56460 2.30088
H 1.86557 -0.75867 -4.00408
H 2.55501 -1.19000 -2.56999
H 1.46191 -2.29592 -3.07022
*
```

ΔE to the lowest compared entry with this formula, charge and spin: 7.5713 eV
energy: -1088.7963 hartree

Table of natural (NBO) atomic charges, one value per atom, all in e:
1 C -0.36
2 C -0.21
3 C -0.27
4 C -0.25
5 C -0.41
6 C -0.64
7 C -0.70
8 C -0.38
9 C -0.65
10 P 0.79
11 S 0.46
12 H 0.26
13 H 0.24
14 H 0.21
15 H 0.25
16 H 0.24
17 H 0.24
18 H 0.24
19 H 0.27
20 H 0.23
21 H 0.22
22 H 0.23

> What is the formula in the first record?

C26H33N2O3